Computed, not measured: a cluster of 12 separate species, C38H62Cl10O21 in total at a distorted geometry, with the ωB97M-V functional and the def2-TZVPD basis.

- HOMO (eV) = -10.3
- energy relative to the best compared isomer or geometry (same formula, charge and spin) (kcal per mole) = 80.31
- SMILES = C[C@H]1COC(=O)O1.C[C@H]1COC(=O)O1.C[C@H]1COC(=O)O1.C[C@H]1COC(=O)O1.C[C@H]1COC(=O)O1.C[C@H]1COC(=O)O1.C[C@H]1COC(=O)O1.ClCCCl.ClCCCl.ClCCCl.ClCCCl.ClCCCl
- multiplicity = 1

```
131
Properties=species:S:1:pos:R:3:forces:R:3
C -5.252981 -0.971384 6.519820 0.52 -1.24 0.02
C -3.743781 -1.125264 6.211290 -1.68 0.84 -0.32
C -3.257601 -0.604444 4.897070 0.24 -0.60 -0.84
O -2.016181 -0.012814 5.253400 0.65 0.11 -0.26
C -2.039971 0.340016 6.577890 1.42 2.02 -1.47
O -1.221521 1.125066 7.030640 -2.16 -2.29 -0.12
O -3.152221 -0.196644 7.074310 1.07 0.84 3.00
H -5.399931 -1.403424 7.509700 -0.17 0.18 0.09
H -5.895701 -1.541314 5.848860 0.14 0.01 -0.20
H -5.580151 0.068256 6.534670 0.34 -0.03 -0.13
H -3.292671 -2.107194 6.354190 -0.40 -0.21 0.42
H -3.899501 0.129356 4.409610 -0.07 0.08 0.11
H -3.080261 -1.455494 4.239530 0.11 0.29 -0.33
C -3.054751 4.203376 -8.314480 0.75 -0.10 -1.33
C -3.250261 4.695666 -6.945920 -2.36 0.28 0.62
C -4.616801 4.187996 -6.342810 -0.03 0.88 0.20
O -4.250081 3.905976 -5.003650 -0.65 1.05 -0.53
C -2.946231 3.636786 -5.031770 0.08 -2.11 3.16
O -2.540031 2.895116 -4.167900 1.19 1.04 -1.16
O -2.295521 4.229866 -6.033620 0.65 -1.27 0.66
H -2.000111 3.953506 -8.430210 0.05 0.16 -0.34
H -3.330811 5.002486 -9.002450 0.13 -0.18 -0.25
H -3.627081 3.310936 -8.567650 -0.05 0.03 0.20
H -3.179191 5.778436 -6.842660 -0.33 0.12 -0.42
H -5.087651 3.253726 -6.648620 0.53 -0.03 -1.08
H -5.383961 4.958736 -6.417180 0.07 0.10 0.31
C 3.184729 8.291436 -5.317320 -0.30 0.78 -0.52
C 1.869159 8.560156 -4.606560 1.46 -1.29 -0.32
C 1.373929 7.300906 -3.940450 -2.67 -1.60 -2.36
O 1.325639 7.509236 -2.596660 0.58 1.18 2.46
C 1.723409 8.773786 -2.350870 0.84 2.08 3.24
O 1.785139 9.336476 -1.249770 -0.42 -2.08 -3.32
O 2.135069 9.372906 -3.495790 -0.42 0.81 1.01
H 3.488869 9.224516 -5.791640 0.37 -0.08 -0.04
H 3.078769 7.537016 -6.096880 -0.07 -0.04 0.04
H 3.936019 7.974376 -4.594040 -0.04 0.00 -0.04
H 1.095439 9.001326 -5.234920 0.20 0.15 -0.03
H 1.791689 6.324236 -4.184770 0.81 0.33 0.04
H 0.336429 7.195526 -4.257590 -0.31 -0.30 -0.12
C -0.739951 -8.203914 6.529540 0.81 1.00 -0.08
C 0.350789 -7.099284 6.469230 -0.87 -0.45 0.43
C 1.750659 -7.592734 6.111700 0.17 -0.71 1.66
O 2.048049 -7.059934 4.841930 0.35 -0.66 -0.04
C 1.037129 -6.295304 4.459760 -0.34 1.90 -2.95
O 0.983719 -5.692944 3.395010 0.08 -1.30 2.23
O 0.095989 -6.249864 5.396950 -1.20 1.26 -1.13
H -0.671081 -8.791294 5.613930 0.14 -0.44 0.27
H -1.746091 -7.784684 6.534250 0.13 0.23 0.19
H -0.573231 -8.743544 7.461800 -0.13 -0.47 -0.28
H 0.293319 -6.465474 7.354140 0.25 -0.24 0.22
H 1.698179 -8.681134 6.138870 0.54 -0.07 -0.50
H 2.505719 -7.249174 6.818780 0.03 -0.07 -0.05
C -2.369501 -4.049114 -6.262150 -0.60 0.41 0.04
C -2.467831 -2.550914 -5.895230 1.21 -0.36 -0.34
C -2.969051 -1.601514 -7.007800 -0.10 -0.67 0.66
O -4.056251 -0.944334 -6.360750 -1.04 0.05 0.03
C -4.326031 -1.474014 -5.135640 -3.60 2.54 2.61
O -5.275011 -1.082104 -4.372610 4.34 -1.96 -3.72
O -3.404201 -2.365194 -4.818920 0.00 -0.62 0.05
H -1.651411 -4.307354 -7.040450 0.40 0.51 0.18
H -3.310071 -4.402104 -6.685020 -0.30 0.08 0.25
H -2.150721 -4.634674 -5.369200 0.04 0.05 -0.06
H -1.505271 -2.199024 -5.524080 0.04 -0.09 0.12
H -3.260691 -2.228084 -7.850690 -0.59 0.30 -0.14
H -2.296841 -0.826224 -7.375440 0.24 -0.22 0.33
C 0.184719 -2.221134 -0.999250 -0.93 0.60 -0.17
C -0.056991 -0.728964 -1.142620 -0.55 -0.99 1.27
C 0.140749 0.013976 0.161000 -0.77 0.68 0.80
O 0.657189 1.291066 -0.287470 0.04 -0.29 0.12
C 1.254859 1.050226 -1.461680 2.09 0.96 -0.86
O 2.014209 1.787386 -2.054000 -1.42 -0.81 0.93
O 0.990589 -0.207914 -1.851330 1.72 1.04 -2.11
H -0.746181 -2.589394 -0.568080 0.25 -0.63 0.18
H 1.055269 -2.382144 -0.363380 -0.15 -0.19 -0.02
H 0.342869 -2.668114 -1.980730 -0.05 -0.05 0.09
H -0.980081 -0.450594 -1.651070 -0.31 -0.27 0.08
H 0.856499 -0.521454 0.784790 0.35 0.28 -0.03
H -0.719601 0.259316 0.783660 -0.18 -0.29 -0.28
C 4.092229 -1.498914 5.658390 0.32 1.18 0.65
C 4.640749 -0.344334 4.762730 -0.66 -0.78 1.70
C 6.138419 -0.345544 4.493280 -0.58 -0.67 -0.93
O 6.181389 -0.655234 3.065460 0.46 -0.03 -0.07
C 4.937139 -0.721674 2.531910 -0.26 -0.54 -1.69
O 4.639489 -1.032484 1.379570 1.00 0.96 3.11
O 4.062409 -0.399084 3.496400 -1.27 0.04 -1.25
H 4.418159 -1.252714 6.668960 0.86 -0.36 0.15
H 4.377629 -2.514084 5.382560 0.07 0.18 -0.14
H 3.030139 -1.434984 5.894980 -0.31 0.01 -1.06
H 4.383319 0.594436 5.253180 -0.33 0.04 -0.21
H 6.629269 -1.161304 5.024050 0.27 0.27 -0.04
H 6.554619 0.640286 4.700680 0.35 -0.25 -0.27
Cl -3.935811 -6.859984 0.064050 0.04 0.30 0.05
C -4.094151 -6.051414 1.673030 -1.01 -0.76 -0.53
C -5.429271 -6.454674 2.283780 -0.05 -0.56 0.84
Cl -5.446021 -8.208654 2.643040 -0.01 -0.44 -0.19
H -4.096181 -4.977774 1.484910 0.44 -0.12 0.24
H -3.279691 -6.482744 2.255020 -0.01 0.67 0.11
H -6.333851 -6.255334 1.709240 0.41 0.19 -0.25
H -5.572651 -6.086964 3.299820 0.22 0.73 -0.27
Cl -5.008721 3.938566 1.367410 0.57 -0.25 0.19
C -3.230771 3.706076 1.159560 0.47 1.13 -0.65
C -2.675161 4.877446 0.288400 -0.67 -0.95 -0.11
Cl -2.687831 6.421296 1.152980 0.14 0.12 0.26
H -3.065011 2.738736 0.685350 -0.12 0.18 -0.17
H -2.705031 3.712076 2.114380 -0.41 0.01 0.13
H -3.320111 5.035176 -0.576050 0.06 -0.22 0.03
H -1.667961 4.678176 -0.077570 0.01 -0.06 0.28
Cl 8.260039 2.681276 -0.853970 -0.02 -0.02 -0.11
C 6.634709 2.928176 -1.550500 0.30 1.21 -1.09
C 6.650769 4.097106 -2.652290 -0.60 -1.01 1.40
Cl 6.993279 5.696496 -1.921390 0.08 -0.20 0.02
H 5.977749 3.150476 -0.709610 0.00 0.29 -0.28
H 6.309169 1.982056 -1.982930 0.11 0.16 -0.18
H 5.640179 4.188126 -3.050440 0.08 -0.18 -0.06
H 7.358629 3.956646 -3.469190 0.01 -0.27 0.33
Cl 4.786369 5.236256 4.166190 0.14 0.09 -0.01
C 3.516599 6.239336 3.406620 -0.85 -0.73 -0.35
C 2.558349 5.366906 2.582750 1.69 -0.30 -0.61
Cl 1.797319 4.239046 3.729200 -0.71 0.14 -0.49
H 4.037129 6.981036 2.800790 -0.36 0.13 0.23
H 2.866569 6.592286 4.207250 0.61 0.72 0.03
H 3.108079 4.762446 1.861280 0.26 -0.27 0.29
H 1.940399 5.943146 1.894130 -0.81 0.19 0.87
Cl 1.609469 -7.271594 -3.494270 -0.16 -0.02 0.57
C 1.549909 -7.285404 -1.693600 0.80 -0.94 0.51
C 1.643329 -8.725784 -1.108420 0.02 0.72 -1.02
Cl 3.208059 -9.600244 -1.569460 -1.38 0.72 0.44
H 0.606629 -6.857284 -1.354420 0.04 0.03 -0.19
H 2.385429 -6.684734 -1.334150 -0.14 0.05 -0.14
H 0.770049 -9.238134 -1.512120 0.42 -0.57 -0.05
H 1.541349 -8.699624 -0.023520 0.37 0.04 -0.09
```
Forces are in eV/Å.